No. 1
This record from the OMol25 dataset describes 11 unconnected molecules or ions with the total composition H22O11 in a non-equilibrium geometry. The level of theory is the ωB97M-V functional and the def2-TZVPD basis.

Properties
E_tot	-840.81752	Eh
SMILES	O.O.O.O.O.O.O.O.O.O.O
multiplicity	1

Last column: Löwdin charge in e.
Positions of all 33 atoms, in Å:
O  -1.53003  0.04400  -4.10515  -0.06
H  -2.13703  0.76600  -4.05015  0.01
H  -1.05803  0.03100  -3.25515  -0.03
O  0.10497  -0.86500  -2.05515  -0.05
H  0.29597  -1.72700  -1.62115  0.11
H  0.94397  -0.37900  -2.10615  0.03
O  -1.76003  1.37200  -1.49915  -0.03
H  -1.90503  1.79000  -0.66315  0.06
H  -0.93403  1.73000  -1.80715  0.04
O  0.37097  2.66000  0.28185  -0.05
H  0.44097  2.85700  -0.64215  0.01
H  0.41197  1.69100  0.26185  -0.02
O  2.52197  0.03700  1.12585  -0.05
H  2.45497  0.85100  1.64385  0.08
H  3.39097  -0.35400  1.38185  0.10
O  -0.19403  -0.04800  0.47985  -0.09
H  0.44797  -0.60500  0.93285  0.02
H  -0.09503  -0.22800  -0.46615  0.00
O  0.10597  -2.23200  2.32785  -0.03
H  0.90997  -2.80100  2.30285  0.07
H  -0.49103  -2.90900  2.10485  0.03
O  -3.39003  -0.75100  -1.11715  -0.03
H  -4.00403  -0.44400  -1.75915  0.02
H  -2.69703  -0.16200  -1.36815  -0.05
O  2.43497  0.71100  -1.54715  -0.04
H  2.76297  1.60400  -1.72515  0.07
H  2.42197  0.58400  -0.60815  -0.03
O  -2.47303  0.09400  1.87785  -0.07
H  -1.77603  0.25700  1.23585  -0.03
H  -2.02703  -0.14800  2.69285  0.02
O  2.48997  -1.27400  3.83285  -0.03
H  1.89397  -0.80400  3.25285  0.00
H  2.06697  -1.34800  4.65985  0.02

=====

No. 2
This record from the OMol25 dataset describes 11 unconnected molecules or ions with the total composition H22O11. The level of theory is the ωB97M-V functional and the def2-TZVPD basis.

Properties
E_tot	-840.78506	Eh
SMILES	O.O.O.O.O.O.O.O.O.O.O
multiplicity	1

Last column: Löwdin charge in e.
Positions of all 33 atoms, in Å:
O  -4.94919  -1.00902  0.34025  -0.06
H  -4.08128  -0.62971  0.20204  0.02
H  -5.26392  -0.60065  1.14673  0.03
O  2.52695  3.26033  -3.26610  -0.05
H  2.21426  2.90590  -2.43372  0.02
H  2.27503  4.18351  -3.24361  0.02
O  -2.24839  -2.15751  -3.86907  -0.05
H  -1.78772  -1.81183  -3.10452  0.02
H  -3.14223  -1.82668  -3.78055  0.03
O  4.61278  -3.56255  2.50578  -0.05
H  4.34230  -2.66703  2.70853  0.02
H  5.47088  -3.65368  2.92002  0.03
O  -0.67109  -0.42100  0.29823  -0.05
H  -0.14377  0.37715  0.26454  0.02
H  -0.26256  -0.94979  0.98358  0.03
O  -1.79129  -5.37963  0.18868  -0.06
H  -2.49885  -4.73710  0.13624  0.03
H  -1.92108  -5.94235  -0.57471  0.03
O  3.82861  0.70514  1.69565  -0.05
H  4.70595  0.89590  1.36377  0.03
H  3.33428  1.51067  1.54404  0.02
O  0.56838  4.05777  0.25293  -0.05
H  0.82355  4.98018  0.26961  0.03
H  -0.14726  4.01817  -0.38151  0.02
O  2.68230  -5.06900  -1.09847  -0.05
H  3.28911  -4.72283  -0.44410  0.02
H  1.90174  -5.30861  -0.59892  0.03
O  -2.81036  3.56539  -2.52072  -0.05
H  -3.69026  3.92411  -2.63621  0.03
H  -2.26542  4.06629  -3.12766  0.03
O  -1.96413  3.91315  4.56333  -0.05
H  -1.86808  4.40838  5.37682  0.03
H  -1.06925  3.67697  4.31908  0.03

=====

No. 3
This record from the OMol25 dataset describes 11 unconnected molecules or ions with the total composition H22O11 in a non-equilibrium geometry. The level of theory is the ωB97M-V functional and the def2-TZVPD basis.

Properties
E_tot	-840.79547	Eh
SMILES	O.O.O.O.O.O.O.O.O.O.O
multiplicity	1

Last column: Löwdin charge in e.
Positions of all 33 atoms, in Å:
O  2.72800  -10.69300  -9.30500  -0.05
H  3.33400  -11.09300  -8.72800  -0.03
H  3.32400  -10.42200  -10.01800  0.03
O  4.78800  -12.34700  -8.92800  -0.07
H  4.64000  -12.80900  -9.75200  0.06
H  4.35400  -12.81700  -8.19200  0.01
O  3.67600  -8.87700  -13.39200  -0.04
H  3.44200  -9.50800  -12.68700  0.03
H  4.61600  -8.89900  -13.40000  0.01
O  3.87400  -9.97600  -6.96000  -0.02
H  4.01600  -9.48300  -6.18800  0.04
H  4.46000  -9.49300  -7.56800  0.08
O  0.02100  -9.52700  -10.74900  -0.04
H  -0.22300  -9.60700  -11.64600  0.01
H  0.93800  -9.29000  -10.58600  -0.02
O  1.08700  -13.09900  -10.06300  -0.08
H  1.59400  -12.37200  -9.71000  -0.03
H  1.73100  -13.39700  -10.79200  0.07
O  4.86000  -10.35600  -11.25700  -0.03
H  5.42100  -10.63800  -11.95400  0.04
H  5.48900  -10.52600  -10.53200  0.07
O  1.30100  -8.67100  -8.23500  -0.09
H  1.66900  -7.93600  -7.73500  0.03
H  1.97000  -9.30500  -8.57800  -0.03
O  2.61200  -7.83100  -10.79300  -0.03
H  3.31100  -7.90700  -11.44400  0.01
H  1.96900  -7.37400  -11.30000  0.04
O  3.10500  -13.30700  -6.93300  -0.04
H  2.42800  -12.64400  -6.85400  0.05
H  2.98700  -13.99400  -6.23500  0.10
O  5.60700  -12.02300  -6.17600  -0.07
H  4.89100  -11.62600  -6.69700  -0.03
H  6.42600  -11.86500  -6.63800  0.03

=====

No. 4
This record from the OMol25 dataset describes 11 unconnected molecules or ions with the total composition H22O11 in a non-equilibrium geometry. The level of theory is the ωB97M-V functional and the def2-TZVPD basis.

Properties
E_tot	-840.78699	Eh
SMILES	O.O.O.O.O.O.O.O.O.O.O
multiplicity	1

Last column: Löwdin charge in e.
Positions of all 33 atoms, in Å:
O  1.21839  -0.12009  3.42773  -0.06
H  1.46939  0.13691  2.53773  -0.02
H  1.77339  -0.86409  3.65073  0.03
O  1.57039  -0.72709  -2.36927  -0.03
H  0.88539  -0.85009  -1.72527  -0.03
H  1.90939  0.11991  -2.25727  -0.05
O  2.70139  1.73691  -1.19227  -0.05
H  3.32939  2.45791  -1.33127  0.08
H  1.92039  2.06491  -0.69827  0.01
O  0.74139  2.27091  0.50673  0.01
H  1.38439  2.86891  0.84073  0.08
H  0.08139  2.83891  0.20073  0.07
O  -1.73461  1.10791  1.83773  -0.04
H  -0.99761  1.66091  2.09773  0.02
H  -1.74261  0.41891  2.51873  0.07
O  -4.19461  -2.15409  -1.32027  -0.12
H  -5.03461  -2.11509  -0.79227  0.06
H  -3.61761  -1.39809  -0.99227  -0.01
O  1.24039  -1.86609  1.00173  -0.10
H  0.76839  -1.50909  0.20573  0.02
H  2.10339  -1.49209  1.21373  -0.01
O  -2.79961  -0.03009  -0.90427  -0.02
H  -2.95061  0.27991  -0.03927  0.04
H  -3.34261  0.69891  -1.27327  0.13
O  -1.52061  -2.44409  -2.21027  -0.05
H  -1.59061  -1.54709  -1.83927  0.00
H  -2.39161  -2.72309  -2.47827  0.01
O  -0.20561  -0.02709  -0.50127  -0.10
H  -1.20661  0.05291  -0.44627  0.03
H  0.12439  0.61491  0.16473  0.02
O  3.15139  0.07791  1.05173  -0.05
H  2.92439  0.65491  0.29673  0.01
H  4.03239  -0.19509  0.81773  0.06

=====

No. 5
This record from the OMol25 dataset describes 11 unconnected molecules or ions with the total composition H22O11 in a non-equilibrium geometry. The level of theory is the ωB97M-V functional and the def2-TZVPD basis.

Properties
E_tot	-840.80052	Eh
SMILES	O.O.O.O.O.O.O.O.O.O.O
multiplicity	1

Last column: Löwdin charge in e.
Positions of all 33 atoms, in Å:
O  1.20845  1.96870  1.06188  -0.07
H  1.34845  2.25870  0.14588  0.07
H  1.94145  2.26370  1.64188  0.10
O  2.23245  -2.07730  1.88588  -0.03
H  2.08945  -1.95330  0.95188  -0.01
H  2.86345  -2.80730  1.96488  0.08
O  1.71545  -2.17530  -0.83612  -0.05
H  1.08945  -1.48030  -0.64412  -0.02
H  1.26645  -3.02330  -0.79612  0.07
O  0.69845  -0.87430  -3.29612  -0.06
H  0.68845  -1.51030  -4.04512  0.06
H  1.32645  -1.07330  -2.60712  -0.01
O  -0.60155  2.54370  -1.22612  0.00
H  -0.24155  3.37270  -1.00912  0.02
H  -1.23255  2.21770  -0.60612  0.00
O  -2.16355  0.76470  1.67988  -0.02
H  -2.28255  0.02570  1.09488  0.00
H  -2.70255  1.34170  1.13288  0.04
O  -2.05755  -0.41230  -1.56412  -0.03
H  -2.61155  -0.70930  -0.85012  0.07
H  -2.71955  -0.08730  -2.20112  0.12
O  1.99745  0.17170  3.12788  -0.06
H  1.48145  0.64270  2.53488  -0.07
H  1.96545  -0.69730  2.66188  -0.02
O  -1.77355  -2.92130  -2.26212  -0.06
H  -1.89055  -1.97730  -2.12812  -0.04
H  -0.86555  -3.09830  -2.01712  0.01
O  -0.04155  -0.45530  0.16988  -0.04
H  -0.63255  -0.31430  -0.59012  0.00
H  0.36945  0.41070  0.30688  0.02
O  -0.84155  3.58270  1.92888  -0.06
H  -1.29655  3.28670  2.70388  0.02
H  -0.32755  2.79570  1.68488  -0.02

=====

No. 6
This record from the OMol25 dataset describes 11 unconnected molecules or ions with the total composition H22O11 in a non-equilibrium geometry. The level of theory is the ωB97M-V functional and the def2-TZVPD basis.

Properties
total charge	+1
E_tot	-840.43966	Eh
⟨S²⟩	0.76
multiplicity	2

Last column: Löwdin charge in e.
Positions of all 33 atoms, in Å:
O  -2.92171  -1.28985  -0.48479  -0.01
H  -3.48725  -1.96566  -0.11105  0.08
H  -2.53366  -1.70165  -1.25684  0.09
O  1.08412  2.39110  -2.38518  -0.04
H  0.78676  1.57590  -2.78924  0.01
H  0.31647  2.96256  -2.40467  0.05
O  1.32643  -2.61140  -0.35632  -0.02
H  1.19401  -2.12932  0.45995  -0.01
H  1.05474  -3.50647  -0.15321  0.06
O  -3.47034  1.23982  -0.91858  -0.06
H  -3.33415  0.45347  -0.39006  -0.04
H  -4.24155  1.04138  -1.44972  0.04
O  -0.24413  0.04322  0.39387  -0.03
H  -1.13054  0.15275  0.04963  0.05
H  0.32474  0.39060  -0.29311  0.06
O  3.14918  0.67048  -1.87463  -0.06
H  2.24948  0.40481  -2.06484  -0.05
H  3.12999  1.62676  -1.91178  0.02
O  0.70954  -0.47780  -2.34459  -0.04
H  0.73420  -1.17007  -1.68399  0.01
H  0.60730  -0.94229  -3.17527  0.09
O  1.99018  1.93536  1.53556  -0.03
H  2.00059  2.30582  0.65301  0.04
H  2.83035  2.19401  1.91432  0.06
O  1.60473  -1.12195  2.18960  -0.01
H  1.45512  -0.25542  1.81149  -0.01
H  1.82126  -0.94980  3.10596  0.08
O  -1.44774  -1.77332  1.98861  0.32
H  -2.20602  -1.19837  2.09196  0.10
H  -0.75448  -1.19982  1.66193  0.01
O  -0.82863  0.89258  3.11198  0.14
H  -0.18571  0.74142  2.41913  0.01
H  -1.58316  1.27116  2.66078  0.09

=====

No. 7
This record from the OMol25 dataset describes 13 unconnected molecules or ions with the total composition H23O12 in a non-equilibrium geometry. The level of theory is the ωB97M-V functional and the def2-TZVPD basis.

Properties
total charge	-1
E_tot	-916.63049	Eh
multiplicity	1

Last column: Löwdin charge in e.
Positions of all 35 atoms, in Å:
O  1.40929  -1.60309  -1.13245  -0.27
H  1.43484  -0.32816  -0.81240  0.10
H  1.07825  -1.40330  -2.02834  0.01
O  -0.43654  0.64556  2.56230  -0.20
H  -1.25371  0.31099  3.18668  0.11
H  -0.32596  -0.05774  1.76171  0.03
O  -2.67464  -1.05232  0.71305  -0.14
H  -2.90119  -0.14384  0.98659  0.03
O  -4.20805  2.62753  -1.07620  -0.12
H  -4.39340  1.78761  -1.48717  0.00
H  -3.41755  2.47333  -0.43748  0.01
O  3.90628  -0.93510  1.81592  -0.08
H  4.00278  -0.08666  1.40712  0.00
H  1.17591  2.15225  -0.85063  0.02
O  3.23226  -3.25550  -1.68058  -0.07
H  2.54603  -3.73804  -1.83596  -0.11
H  -1.62657  -0.84416  0.76220  0.02
O  -2.06841  2.76679  0.42858  -0.06
H  -1.34442  2.82283  -0.20424  0.03
H  -1.45004  2.36210  1.07978  0.06
O  0.68680  2.91979  -1.46112  -0.14
H  1.40078  3.48188  -1.56161  -0.04
H  2.76014  -2.39693  -1.36985  0.01
O  -1.99965  -1.84043  2.89603  -0.07
H  -1.25486  -2.07545  2.31596  0.03
H  -2.54104  -2.58924  2.82352  0.01
O  0.47373  0.20660  -3.40041  -0.08
H  1.37348  -0.23137  -3.44237  0.06
H  0.78408  1.01757  -2.96470  0.01
O  -0.22056  -1.35829  0.74366  -0.09
H  -0.58239  -1.31324  -0.11176  0.05
H  0.65658  -1.01051  0.43443  0.06
O  1.70507  0.89993  -0.33665  -0.22
H  2.88628  -1.07830  1.77808  0.09
H  2.54737  0.71666  -0.00646  -0.04

=====

Values for ΔE to the lowest compared entry with this formula, charge and spin, kcal/mol, ordered as above
39.3, 59.7, 53.1, 58.4, 50.0, 21.3, 120.4